Density functional theory data (the ωB97M-V functional and the def2-TZVPD basis) for an isolated molecule of C5H11NO2 at a distorted geometry.

Geometry as XYZ:
```
19
Properties=species:S:1:pos:R:3
C -0.48 0.27 -0.61
C 0.77 -0.49 -0.79
C -0.66 0.77 0.89
C -1.07 -0.34 1.94
C 0.56 1.52 1.37
H -1.14 -1.49 -1.11
H -2.37 -0.16 -1.61
H -0.46 1.25 -1.23
H -1.48 1.44 0.97
H -0.63 -1.25 1.94
H -2.20 -0.50 1.67
H -0.98 0.11 3.04
H 0.38 1.89 2.37
H 0.74 2.48 0.81
H 1.35 0.88 1.55
H 2.23 -0.36 -2.00
N -1.61 -0.56 -0.93
O 1.26 -1.29 -0.09
O 1.37 -0.05 -2.00
```

- E_LUMO: 0.77 eV
- HOMO level: -9.18 eV
- Charge: 0
- ΔE to the lowest compared entry with this formula, charge and spin: 44.9 kcal per mole
- SMILES: CC(C)[C@H](N)C(=O)O
- E: -402.3066 Eh
- Kohn-Sham gap: 9.9489 eV

=====

Density functional theory data (the ωB97M-V functional and the def2-TZVPD basis) for an isolated molecule of C4H8N2O2 at a distorted geometry.

Geometry as XYZ:
```
16
Properties=species:S:1:pos:R:3
C 0.22 1.49 -0.70
N 0.40 0.06 -0.73
C -0.20 -0.96 -0.23
C -0.56 -0.42 1.41
N 0.79 -0.36 -2.34
C 0.29 0.11 2.28
O -1.86 -0.68 1.70
O -0.61 -2.04 -0.57
H -2.17 -1.36 1.08
H 1.64 -0.91 -2.18
H 0.20 -1.00 -2.88
H 1.16 1.97 -0.44
H -0.56 1.78 0.01
H -0.06 1.81 -1.71
H 1.27 0.42 1.97
H 0.05 0.10 3.33
```

- E_LUMO: 0.68 eV
- HOMO level: -8.95 eV
- Charge: 0
- ΔE to the lowest compared entry with this formula, charge and spin: 107.2 kcal per mole
- SMILES: C=C(O)C(=O)N(C)N
- E: -417.0851 Eh
- Kohn-Sham gap: 9.6297 eV

=====

Density functional theory data (the ωB97M-V functional and the def2-TZVPD basis) for a cluster of 6 separate species, C28H70BO12P2S5 in total.

Geometry as XYZ:
```
118
Properties=species:S:1:pos:R:3
C 1.79 2.84 2.51
O 2.79 2.01 1.97
C 3.25 2.48 0.72
C 4.39 1.59 0.24
C 3.88 0.36 -0.53
C 4.96 -0.72 -0.65
C 4.48 -2.15 -1.00
C 2.99 -2.42 -1.26
C 2.41 -3.48 -0.31
C 1.15 -4.18 -0.82
C 0.30 -4.78 0.33
C -1.01 -4.03 0.64
C -0.88 -2.51 0.49
C -1.93 -1.71 1.23
O -3.18 -1.74 0.58
B -3.91 -0.52 1.01
P -4.92 0.07 -0.64
P -6.66 1.14 -0.03
O -7.74 0.33 0.53
O -7.16 1.93 -1.37
O -6.29 2.37 0.96
O -2.86 0.42 1.43
C -1.60 -0.20 1.33
C -0.78 0.43 0.20
C -1.44 0.37 -1.19
C -0.52 0.09 -2.37
C 0.31 1.32 -2.85
O 0.16 2.49 -2.07
H 1.57 2.50 3.52
H 0.87 2.79 1.91
H 2.11 3.88 2.55
H 2.42 2.47 0.00
H 3.60 3.52 0.82
H 5.01 2.19 -0.43
H 4.99 1.29 1.09
H 3.01 -0.03 0.00
H 3.57 0.68 -1.52
H 5.51 -0.76 0.30
H 5.69 -0.39 -1.39
H 5.04 -2.49 -1.88
H 4.81 -2.81 -0.20
H 2.37 -1.53 -1.19
H 2.87 -2.80 -2.28
H 3.17 -4.25 -0.13
H 2.22 -2.99 0.65
H 0.56 -3.53 -1.46
H 1.48 -5.01 -1.45
H 0.92 -4.80 1.23
H 0.06 -5.82 0.11
H -1.30 -4.28 1.67
H -1.80 -4.39 -0.02
H -0.97 -2.27 -0.57
H 0.10 -2.19 0.85
H -2.09 -2.11 2.24
H -4.72 -0.79 1.89
H -4.17 1.12 -1.21
H -6.63 1.65 -2.12
H -5.36 2.58 0.81
H -1.02 -0.01 2.25
H -0.68 1.48 0.48
H 0.25 0.04 0.16
H -1.98 1.30 -1.37
H -2.19 -0.42 -1.18
H 0.14 -0.76 -2.16
H -1.16 -0.22 -3.20
H 1.38 1.08 -2.81
H 0.07 1.52 -3.90
H -0.76 2.79 -2.11
C -8.24 -4.91 1.18
S -7.06 -4.89 -0.18
O -5.97 -5.84 0.19
C -6.48 -3.22 0.11
H -8.70 -5.90 1.21
H -7.70 -4.72 2.11
H -9.00 -4.15 1.02
H -6.08 -3.14 1.12
H -7.30 -2.52 -0.03
H -5.69 -3.01 -0.61
C 9.09 -0.60 -1.07
S 8.88 -0.27 0.68
O 7.90 0.84 0.81
C 10.51 0.45 0.94
H 8.15 -1.02 -1.43
H 9.30 0.33 -1.59
H 9.90 -1.32 -1.21
H 10.63 1.32 0.29
H 11.27 -0.30 0.74
H 10.56 0.76 1.98
C 6.89 -5.04 0.71
S 7.58 -3.46 1.20
O 9.06 -3.66 1.32
C 6.92 -3.47 2.87
H 7.23 -5.24 -0.31
H 7.25 -5.82 1.37
H 5.80 -4.99 0.73
H 7.28 -4.36 3.40
H 5.83 -3.46 2.82
H 7.28 -2.57 3.37
C -3.11 5.14 -0.76
S -3.71 3.98 -1.98
O -2.52 3.35 -2.62
C -4.32 5.20 -3.14
H -2.63 4.57 0.03
H -2.38 5.81 -1.23
H -3.96 5.71 -0.37
H -3.49 5.85 -3.44
H -5.11 5.79 -2.67
H -4.71 4.67 -4.01
C -7.15 5.28 0.00
S -6.87 7.05 -0.09
O -5.40 7.26 -0.21
C -7.30 7.40 1.62
H -6.88 4.84 -0.95
H -6.53 4.85 0.79
H -8.20 5.08 0.20
H -6.65 6.82 2.28
H -8.35 7.14 1.79
H -7.15 8.46 1.79
```

- E_LUMO: 1.85 eV
- HOMO level: -4.82 eV
- Charge: -1
- E: -4710.2925 Eh
- Kohn-Sham gap: 6.6717 eV

=====

Question: Which of these has the lowest HOMO level?
Answer: C5H11NO2